[1]
# C3H9N3

2 unconnected molecules or ions with the total composition C3H9N3 at a distorted geometry (ωB97M-V/def2-TZVPD, the Open Molecules 2025 dataset).

- HOMO-LUMO gap (spin up / spin down): 7.76 / 7.11 eV
- HOMO energy (spin up / spin down): -8.07 / -7.41 eV
- LUMO level (spin up / spin down): -0.309 / -0.300 eV
- Total charge: 0
- Calculated total energy: -7722.3089 eV
- M: 87.1 g/mol
- Energy above the lowest of the compared OMol25 structures with the same formula, charge and spin: 121.4 kcal/mol

Each line ends with the natural charge from an NBO analysis.
Positions of all 15 atoms, in Å:
C1 1.00 -1.33 -0.55  -0.68
C2 0.71 1.21 -0.56  -0.69
N1 -1.98 0.52 -0.08  -0.25
C3 0.11 -0.15 -0.30  0.45
N2 -0.49 0.18 1.63  -0.93
N3 -1.21 -0.38 -0.59  -0.32
H1 -2.93 0.13 -0.10  0.32
H2 -1.02 -0.68 1.81  0.33
H3 -0.48 0.77 2.48  0.37
H4 1.36 -1.30 -1.58  0.23
H5 1.87 -1.29 0.11  0.23
H6 1.65 1.31 -0.01  0.23
H7 0.93 1.28 -1.63  0.22
H8 0.02 1.99 -0.27  0.25
H9 0.46 -2.26 -0.38  0.23

=====

[2]
# C3H5N4OP3

A molecular structure, C3H5N4OP3 at a distorted geometry (ωB97M-V/def2-TZVPD, the Open Molecules 2025 dataset).

- HOMO-LUMO gap (spin up / spin down): 7.04 / 7.04 eV
- HOMO energy (spin up / spin down): -7.52 / -7.52 eV
- LUMO level (spin up / spin down): -0.484 / -0.484 eV
- Total charge: 0
- Calculated total energy: -39063.3629 eV
- M: 206.0 g/mol
- Energy above the lowest of the compared OMol25 structures with the same formula, charge and spin: 83.9 kcal/mol

Each line ends with the natural charge from an NBO analysis.
Positions of all 16 atoms, in Å:
C1 3.56 -2.43 -0.44  0.23
C2 -3.49 -0.28 0.22  -0.71
C3 -2.16 0.20 0.70  0.50
N1 3.34 -1.32 -0.75  -0.43
N2 3.04 1.44 -0.38  -1.44
N3 0.63 2.55 -0.34  -1.40
N4 0.96 -0.10 -0.07  -1.46
O1 -1.51 1.12 0.22  -0.58
P1 2.53 0.11 0.29  1.42
P2 2.22 2.83 -0.42  1.28
P3 0.12 1.11 -0.82  1.44
H1 -4.10 0.37 -0.36  0.24
H2 -3.12 -1.10 -0.35  0.25
H3 -4.17 -0.61 1.00  0.24
H4 -1.72 -0.57 1.37  0.14
H5 3.90 -3.33 0.13  0.26

=====

[3]
# C37H37CrN5

A molecular structure, C37H37CrN5 at a distorted geometry (ωB97M-V/def2-TZVPD, the Open Molecules 2025 dataset).

- HOMO-LUMO gap (spin up / spin down): 6.21 / 6.35 eV
- HOMO energy (spin up / spin down): -6.89 / -7.14 eV
- Multiplicity: 5
- LUMO level (spin up / spin down): -0.682 / -0.786 eV
- Total charge: 0
- Calculated total energy: -74843.8634 eV
- M: 603.7 g/mol

Each line ends with the natural charge from an NBO analysis.
Positions of all 80 atoms, in Å:
Cr1 -0.37 0.18 1.16  1.29
C1 -1.15 4.51 0.72  -0.27
C2 0.06 5.16 0.95  -0.15
C3 1.16 4.40 1.23  -0.24
C4 1.08 3.00 1.29  0.37
N1 -0.10 2.36 1.07  -0.56
C5 -1.17 3.14 0.78  0.05
N2 2.28 2.39 1.57  -0.54
C6 2.50 1.12 1.65  0.45
N3 1.64 0.06 1.52  -0.73
C7 2.37 -1.10 1.68  0.47
N4 2.00 -2.32 1.64  -0.53
C8 0.72 -2.77 1.41  0.37
C9 0.58 -4.17 1.42  -0.24
C10 -0.64 -4.75 1.18  -0.15
C11 -1.73 -3.93 0.93  -0.27
C12 -1.54 -2.57 0.96  0.06
N5 -0.35 -1.97 1.19  -0.56
C13 3.79 -0.75 1.93  -0.10
C14 4.90 -1.54 2.13  -0.16
C15 6.12 -0.89 2.32  -0.20
C16 6.20 0.50 2.30  -0.20
C17 5.07 1.28 2.10  -0.18
C18 3.87 0.63 1.91  -0.02
H1 -2.05 5.05 0.48  0.23
H2 0.13 6.24 0.91  0.22
H3 2.13 4.83 1.42  0.24
H4 -2.10 2.62 0.60  0.22
H5 1.47 -4.75 1.61  0.23
H6 -0.74 -5.83 1.17  0.22
H7 -2.72 -4.32 0.73  0.23
H8 -2.37 -1.90 0.82  0.25
H9 4.82 -2.62 2.14  0.23
H10 7.02 -1.47 2.48  0.22
H11 7.16 0.98 2.45  0.22
H12 5.11 2.37 2.08  0.23
C19 3.06 -0.80 -1.55  -0.65
C20 1.65 -0.36 -1.83  -0.03
C21 1.41 1.01 -2.00  -0.01
C22 2.57 1.98 -1.96  -0.65
C23 0.11 1.47 -2.24  -0.01
C24 -0.14 2.96 -2.38  -0.65
C25 -0.94 0.56 -2.40  -0.02
C26 -2.33 1.09 -2.67  -0.64
C27 -0.68 -0.82 -2.33  -0.04
C28 -1.73 -1.85 -2.68  -0.64
C29 0.61 -1.27 -2.00  0.06
C30 0.84 -2.76 -1.87  -0.66
H13 3.65 -0.84 -2.47  0.22
H14 3.12 -1.78 -1.08  0.22
H15 3.57 -0.10 -0.88  0.22
H16 2.94 2.13 -0.95  0.23
H17 2.31 2.95 -2.37  0.22
H18 3.41 1.59 -2.55  0.22
H19 0.17 3.31 -3.37  0.22
H20 0.42 3.53 -1.65  0.22
H21 -1.19 3.21 -2.26  0.22
H22 -3.07 0.30 -2.78  0.22
H23 -2.36 1.69 -3.59  0.22
H24 -2.67 1.73 -1.86  0.21
H25 -2.20 -2.28 -1.79  0.22
H26 -1.28 -2.68 -3.23  0.22
H27 -2.51 -1.45 -3.31  0.22
H28 1.07 -3.20 -2.85  0.22
H29 -0.03 -3.27 -1.47  0.22
H30 1.68 -2.98 -1.21  0.22
C31 -2.51 0.39 1.36  -0.97
C32 -3.87 -0.16 1.13  -0.01
C33 -4.23 -0.80 -0.06  -0.27
C34 -5.50 -1.32 -0.26  -0.20
C35 -6.46 -1.24 0.74  -0.26
C36 -6.13 -0.62 1.93  -0.21
C37 -4.86 -0.09 2.13  -0.18
H31 -2.58 1.24 2.04  0.18
H32 -2.27 0.80 0.36  0.18
H33 -3.50 -0.85 -0.87  0.20
H34 -5.74 -1.79 -1.21  0.21
H35 -7.45 -1.65 0.58  0.21
H36 -6.86 -0.54 2.72  0.21
H37 -4.62 0.39 3.07  0.20

=====

[4]
# C18H14Cl4NO4

2 unconnected molecules or ions with the total composition C18H14Cl4NO4 at a distorted geometry (ωB97M-V/def2-TZVPD, the Open Molecules 2025 dataset).

- HOMO-LUMO gap: 3.72 eV
- HOMO energy: -2.93 eV
- LUMO level: 0.784 eV
- Total charge: -1
- Calculated total energy: -78662.4236 eV
- M: 450.1 g/mol
- Energy above the lowest of the compared OMol25 structures with the same formula, charge and spin: 3.6 kcal/mol

Each line ends with the natural charge from an NBO analysis.
Positions of all 41 atoms, in Å:
Cl1 -4.35 -0.60 -2.47  0.10
C1 -3.45 -1.55 -1.38  -0.07
C2 -3.13 -2.84 -1.69  -0.15
Cl2 -3.47 -3.53 -3.21  0.06
C3 -2.48 -3.75 -0.70  0.47
O1 -2.07 -4.87 -1.00  -0.51
C4 -2.24 -3.15 0.64  -0.17
Cl3 -1.72 -4.23 1.85  0.06
C5 -2.42 -1.82 0.89  -0.08
Cl4 -1.96 -1.10 2.36  0.10
C6 -3.14 -0.93 -0.07  0.44
O2 -3.64 0.14 0.28  -0.51
C7 1.90 -1.03 -3.40  -0.62
C8 1.02 0.11 -3.00  -0.08
O3 0.39 -0.23 -1.73  -0.53
C9 -0.80 0.40 -1.58  0.74
C10 -1.01 1.03 -0.24  -0.04
C11 -1.97 2.16 -0.18  -0.68
N1 -0.02 0.88 0.59  -0.39
C12 0.37 1.70 1.51  -0.10
C13 1.67 1.57 2.13  -0.06
C14 2.06 2.41 3.20  -0.23
C15 3.29 2.22 3.81  -0.22
C16 4.18 1.23 3.34  -0.27
C17 3.82 0.46 2.22  -0.23
C18 2.58 0.62 1.62  -0.16
O4 -1.61 0.54 -2.49  -0.70
H1 2.50 -0.72 -4.26  0.20
H2 2.57 -1.34 -2.59  0.21
H3 1.29 -1.88 -3.72  0.21
H4 1.58 1.04 -2.85  0.17
H5 0.23 0.29 -3.74  0.21
H6 -2.67 2.03 -1.01  0.25
H7 -2.45 2.14 0.81  0.22
H8 -1.47 3.13 -0.31  0.20
H9 -0.26 2.54 1.83  0.14
H10 1.38 3.21 3.51  0.20
H11 3.58 2.85 4.66  0.20
H12 5.13 1.08 3.83  0.20
H13 4.52 -0.27 1.82  0.20
H14 2.28 0.06 0.73  0.23